Computed, not measured: a cluster of 5 separate species, C2H14O4S in total, with ωB97M-V with the def2-TZVPD basis set.

As for the SMILES: CCS.O.O.O.O. The relative energy (zero: lowest compared OMol25 entry of this formula, charge and spin) comes out at 0.553 eV. For the orbital gap, the calculation gives 9.38 eV. For the LUMO energy, the calculation gives 0.38 eV. The HOMO energy is -9.00 eV. The value obtained for the strongest force on any atom is 1.9 eV/A. As for the charge: 0.

CARTESIAN COORDINATES (ANGSTROEM)
C: 1.83749 -1.55420 -2.04862
C: 0.38580 -1.70458 -1.65000
S: -0.68542 -0.26758 -2.00572
H: 2.44859 -2.25577 -1.47298
H: 2.02412 -1.89304 -3.06836
H: 2.19636 -0.53983 -1.89127
H: 0.38273 -1.86850 -0.57695
H: 0.01955 -2.65133 -2.05714
H: -1.12255 -0.05748 -0.76527
H: -0.44504 -0.67759 3.50916
H: 0.33925 -0.20108 2.23035
O: 0.14961 -0.96434 2.81783
H: -0.86785 3.90841 0.68987
H: -1.47562 2.52795 0.66027
O: -0.69981 3.01434 0.36536
H: 0.53628 1.50974 0.50815
H: 1.76169 0.68838 0.24317
O: 1.06178 0.75435 0.86118
H: -3.32867 0.66124 0.82134
H: -1.93021 0.48497 1.61143
O: -2.58810 1.08594 1.21818



Computed, not measured: a cluster of 5 separate species, C2H14O4S2 in total, with ωB97M-V with the def2-TZVPD basis set.

As for the SMILES: CCSS.O.O.O.O. The relative energy (zero: lowest compared OMol25 entry of this formula, charge and spin) comes out at 1.819 eV. For the orbital gap, the calculation gives 8.32 eV. For the LUMO energy, the calculation gives 0.06 eV. The HOMO energy is -8.26 eV. The value obtained for the strongest force on any atom is 4.5 eV/A. As for the charge: 0.

CARTESIAN COORDINATES (ANGSTROEM)
C: 2.48986 0.77780 2.00110
C: 2.24615 -0.74490 1.53422
S: 2.09096 -0.61928 -0.28422
S: 0.50599 0.61266 -0.66849
H: 3.11034 1.27835 1.31595
H: 1.45781 1.20760 2.01005
H: 2.81189 0.71530 2.97544
H: 3.15767 -1.38588 1.64828
H: 1.29574 -1.24421 1.95526
H: -0.18086 0.58881 0.52545
H: -2.55246 -1.26774 -1.74042
H: -2.49974 -2.56186 -0.68813
O: -2.86900 -2.22325 -1.55864
H: -2.95048 -0.29486 -4.16884
H: -2.02346 0.86228 -3.68159
O: -2.09712 -0.10790 -3.78004
H: -2.71652 4.61865 3.23913
H: -2.17646 5.94378 3.47853
O: -2.98781 5.33249 3.79367
H: 0.61765 -3.15801 0.06077
H: -0.57704 -3.45591 -0.92793
O: -0.38874 -3.24357 0.04870



Computed, not measured: a structure of composition C2H14O6Pd, with ωB97M-V with the def2-TZVPD basis set.

The relative energy (zero: lowest compared OMol25 entry of this formula, charge and spin) comes out at 0.000 eV. For the orbital gap (spin up / spin down), the calculation gives 6.72 / 6.86 eV. For the LUMO energy (spin up / spin down), the calculation gives -0.28 / -0.32 eV. The HOMO energy (spin up / spin down) is -7.00 / -7.18 eV. The value obtained for the strongest force on any atom is 0.9 eV/A. As for the multiplicity: 3. As for the charge: 0.

CARTESIAN COORDINATES (ANGSTROEM)
Pd: -6.77034 13.45114 -20.57942
C: -8.66340 12.71932 -22.96930
O: -7.39827 12.94457 -22.50819
H: -8.65135 12.64550 -24.06750
H: -9.12436 11.78276 -22.58307
H: -9.39177 13.52241 -22.70349
C: -4.06568 12.84105 -21.67682
O: -4.69934 13.31460 -20.55307
H: -3.31902 13.54643 -22.08960
H: -3.48118 11.91589 -21.48452
H: -4.76264 12.59598 -22.49469
O: -9.09337 13.88376 -19.95674
H: -9.59334 13.17033 -19.55053
H: -9.71554 14.31227 -20.55284
O: -6.95212 15.71522 -20.83634
H: -7.22454 16.25254 -21.58435
H: -6.64113 16.31844 -20.15667
O: -7.25503 11.33940 -19.86752
H: -8.01846 11.10384 -19.33501
H: -6.83395 10.50956 -20.11007
O: -6.42757 13.93252 -18.33832
H: -6.85553 13.28213 -17.77503
H: -5.52433 14.00468 -18.01042



Computed, not measured: a cluster of 5 separate species, C2H15NO4 in total, with ωB97M-V with the def2-TZVPD basis set.

As for the SMILES: CCN.O.O.O.O. The relative energy (zero: lowest compared OMol25 entry of this formula, charge and spin) comes out at 1.215 eV. For the orbital gap, the calculation gives 10.48 eV. For the LUMO energy, the calculation gives 0.47 eV. The HOMO energy is -10.01 eV. The value obtained for the strongest force on any atom is 3.5 eV/A. As for the charge: 0.

CARTESIAN COORDINATES (ANGSTROEM)
C: 2.32095 0.28827 0.95047
C: 1.49841 -1.00503 1.10448
N: 0.62238 -1.09373 0.01061
H: 2.73883 0.30037 -0.06972
H: 3.12793 0.40435 1.66585
H: 1.54985 1.05096 1.06826
H: 0.95083 -0.79024 2.04293
H: 2.19518 -1.84298 1.36463
H: 0.15738 -1.99647 0.02204
H: 1.02437 -0.99195 -0.91121
H: 3.75415 -2.35381 -0.99885
H: 2.79696 -1.52627 -1.91688
O: 3.16180 -2.40357 -1.76395
H: -6.46586 2.11300 -0.66335
H: -6.44593 0.66323 -0.20648
O: -7.01700 1.32296 -0.59759
H: -0.61311 3.20870 -1.00112
H: 0.33118 2.62538 0.06076
O: 0.28113 2.90506 -0.85369
H: -1.23817 -0.50676 0.27532
H: -2.66767 -0.29885 -0.14756
O: -2.06355 -0.07261 0.56509